{"formula": "C19H20O4", "method": "ωB97M-V/def2-TZVPD", "total_charge": 0, "e_homo_ha": -0.3087, "smiles": "COc1ccc(CC(=O)O[C@H](C)C(=O)c2ccc(C)cc2)cc1", "lumo_ev": 0.46, "gap_ha": 0.3258, "elements": ["C", "H", "O", "C", "C", "C", "C", "C", "C", "H", "H", "C", "C", "O", "O", "C", "C", "H", "H", "H", "C", "O", "C", "C", "C", "C", "C", "C", "H", "H", "C", "H", "H", "H", "H", "H", "H", "H", "H", "H", "H", "H", "H"], "coordinates": [[5.28, -0.80, -0.18], [6.31, -1.17, -0.12], [4.59, -1.71, -1.00], [3.27, -1.50, -1.22], [2.53, -0.43, -0.73], [1.18, -0.32, -1.03], [0.54, -1.26, -1.82], [1.28, -2.33, -2.30], [2.62, -2.45, -2.02], [3.20, -3.28, -2.39], [0.80, -3.09, -2.91], [-0.93, -1.13, -2.09], [-1.73, -1.35, -0.82], [-1.42, -2.07, 0.09], [-2.86, -0.64, -0.84], [-3.71, -0.77, 0.30], [-5.00, 0.01, 0.05], [-5.66, -0.13, 0.90], [-5.48, -0.37, -0.85], [-4.79, 1.06, -0.08], [-3.04, -0.31, 1.60], [-3.47, -0.71, 2.66], [-1.90, 0.62, 1.50], [-0.88, 0.50, 2.45], [0.22, 1.32, 2.40], [0.33, 2.31, 1.44], [-0.70, 2.45, 0.51], [-1.80, 1.62, 0.53], [-2.58, 1.75, -0.20], [-0.63, 3.23, -0.24], [1.52, 3.22, 1.38], [2.28, 2.91, 2.09], [1.95, 3.22, 0.38], [1.23, 4.24, 1.61], [1.01, 1.20, 3.13], [-0.97, -0.27, 3.20], [-3.94, -1.84, 0.44], [-1.25, -1.89, -2.81], [-1.18, -0.15, -2.49], [0.62, 0.52, -0.64], [2.99, 0.33, -0.11], [4.86, -0.77, 0.83], [5.29, 0.21, -0.60]], "mulliken_charge": [-0.80, 0.24, -0.49, 0.90, -0.47, 0.01, -0.07, -0.51, -0.73, 0.42, 0.34, -0.97, 0.66, -0.56, -0.33, 0.21, -1.48, 0.40, 0.40, 0.32, 0.06, -0.60, 0.91, -0.87, -0.61, 1.21, -1.00, 0.02, 0.28, 0.36, -1.61, 0.36, 0.36, 0.38, 0.35, 0.43, 0.39, 0.39, 0.34, 0.33, 0.40, 0.33, 0.32]}

---

{"formula": "C19H21BNOTl", "method": "ωB97M-V/def2-TZVPD", "total_charge": 0, "e_homo_ha": [-0.2594, -0.2729], "lumo_ev": [-1.97, -1.07], "gap_ha": [0.1870, 0.2335], "elements": ["C", "C", "C", "H", "C", "C", "H", "H", "H", "H", "C", "C", "C", "H", "C", "C", "H", "H", "H", "H", "Tl", "O", "C", "C", "H", "H", "H", "H", "C", "C", "C", "H", "C", "H", "C", "H", "C", "H", "B", "C", "N", "H", "H", "H"], "coordinates": [[0.14, -1.43, 2.42], [1.10, -0.34, 2.49], [0.37, 0.86, 2.48], [2.18, -0.38, 2.66], [-1.01, 0.56, 2.32], [-1.12, -0.88, 2.26], [-2.00, -1.46, 1.96], [0.33, -2.51, 2.44], [0.85, 1.82, 2.43], [-1.82, 1.25, 2.36], [1.54, 0.32, -2.12], [2.36, -0.52, -1.43], [1.65, -1.87, -1.19], [3.18, -0.23, -0.82], [0.32, -1.58, -1.85], [0.33, -0.35, -2.50], [-0.39, 0.07, -3.13], [1.76, 1.37, -2.26], [2.02, -2.81, -1.62], [-0.42, -2.38, -1.95], [-0.97, 0.05, -0.29], [-0.54, 2.15, -0.86], [-1.31, 3.00, -0.01], [-2.75, 2.69, -0.08], [-1.01, 2.93, 1.05], [-1.13, 4.02, -0.38], [-3.22, 2.05, 0.65], [-5.18, 3.61, 0.23], [-4.85, 3.68, -0.81], [-3.54, 3.20, -1.11], [-3.09, 3.31, -2.46], [-2.10, 2.91, -2.69], [-3.89, 3.90, -3.43], [-3.53, 3.97, -4.46], [-5.15, 4.40, -3.10], [-5.77, 4.87, -3.85], [-5.63, 4.29, -1.78], [-6.61, 4.70, -1.51], [3.47, -3.44, 1.48], [2.51, -2.46, 1.04], [1.68, -1.92, 0.34], [4.42, -3.24, 0.70], [2.88, -4.50, 1.24], [3.66, -3.19, 2.65]], "mulliken_charge": [-0.39, -0.24, -0.88, 0.50, -0.52, -0.86, 0.49, 0.44, 0.32, 0.90, -0.24, -0.74, 0.13, 0.48, -0.97, -0.57, 0.64, 0.37, 0.54, 0.50, 0.78, -0.62, -0.61, -0.44, 0.15, 0.54, 0.39, 0.36, -0.45, 0.48, -0.33, 0.39, -0.63, 0.37, -0.35, 0.35, -0.52, 0.35, 0.11, -0.02, -0.14, -0.01, -0.01, -0.06]}

---

{"formula": "C19H21BrF3N2O2", "method": "ωB97M-V/def2-TZVPD", "total_charge": 1, "e_homo_ha": -0.3975, "smiles": "O[C@H](COc1c(F)cc(Br)cc1F)C[NH+]1CCN(c2ccc(F)cc2)CC1", "lumo_ev": -2.38, "gap_ha": 0.3100, "elements": ["O", "H", "C", "C", "O", "C", "C", "C", "C", "C", "C", "F", "H", "Br", "H", "F", "H", "H", "C", "N", "H", "C", "H", "H", "C", "N", "C", "C", "C", "C", "C", "C", "H", "H", "F", "H", "H", "C", "H", "C", "H", "H", "H", "H", "H", "H", "H", "H"], "coordinates": [[-1.14, -0.77, 2.04], [-1.49, -1.12, 2.87], [-0.03, -1.52, 1.61], [1.20, -1.26, 2.50], [1.67, 0.07, 2.30], [1.78, 0.95, 3.35], [2.22, 0.65, 4.64], [2.35, 1.62, 5.61], [2.04, 2.94, 5.30], [1.61, 3.29, 4.03], [1.49, 2.29, 3.09], [1.07, 2.58, 1.83], [1.37, 4.30, 3.77], [2.21, 4.28, 6.62], [2.69, 1.34, 6.59], [2.54, -0.62, 4.95], [2.01, -1.95, 2.23], [0.93, -1.44, 3.54], [0.23, -1.19, 0.13], [0.42, 0.27, -0.09], [0.87, 0.61, 0.77], [1.31, 0.56, -1.23], [1.41, 1.64, -1.30], [2.30, 0.14, -1.03], [0.73, -0.02, -2.53], [-0.70, -0.12, -2.39], [-1.45, -0.83, -3.35], [-2.78, -1.16, -3.05], [-3.54, -1.90, -3.94], [-2.96, -2.32, -5.12], [-1.65, -2.02, -5.43], [-0.90, -1.27, -4.54], [0.12, -1.03, -4.81], [-1.23, -2.36, -6.36], [-3.70, -3.04, -5.98], [-4.56, -2.15, -3.71], [-3.22, -0.85, -2.12], [-1.25, 1.05, -1.75], [-2.33, 1.08, -1.86], [-0.86, 1.01, -0.27], [-0.73, 2.02, 0.12], [-1.62, 0.51, 0.33], [-0.85, 1.97, -2.22], [1.13, -1.03, -2.72], [1.04, 0.62, -3.37], [-0.61, -1.53, -0.48], [1.13, -1.71, -0.18], [-0.24, -2.60, 1.66]], "mulliken_charge": [-0.55, 0.40, 0.10, -1.05, -0.45, 0.09, 0.70, -0.64, 0.14, -0.84, 0.21, -0.26, 0.49, -0.14, 0.51, -0.28, 0.33, 0.51, -0.94, 0.63, 0.22, -0.98, 0.51, 0.44, -1.10, 0.42, 0.37, -0.03, -0.93, 0.27, -0.75, -0.34, 0.41, 0.44, -0.32, 0.43, 0.39, -1.08, 0.48, -0.37, 0.37, 0.42, 0.28, 0.66, 0.48, 0.36, 0.50, 0.50]}